# C45H45N5O5PbS

C45H45N5O5PbS as an isolated structure (ωB97M-V/def2-TZVPD, OMol25).

Summary:
Relative energy (zero: lowest compared OMol25 entry of this formula, charge and spin), kcal/mol: 29.4
Gap between HOMO and LUMO, Ha: 0.24248
HOMO energy, hartree: -0.255

Structure (ORCA input):
```
! RIJCOSX wB97M-V def2-TZVPD def2/J DEFGRID3
* xyz 0 1
Pb -0.5102 -0.2902 0.3720
O 1.5864 0.5024 -1.2803
C 2.1165 1.8337 -1.1355
C 0.9670 2.7105 -0.4899
O 1.1773 3.9138 -0.4096
O -0.0508 2.0717 -0.0617
C 2.5679 2.3073 -2.5147
C 3.2977 1.4183 -3.3042
C 3.6873 1.7542 -4.5910
C 3.3452 2.9902 -5.1221
C 2.6286 3.8850 -4.3432
C 2.2531 3.5551 -3.0456
C 3.2256 1.8835 -0.0903
C 4.3702 2.6489 -0.2889
C 5.3447 2.7286 0.6970
C 5.1858 2.0614 1.9024
C 4.0345 1.3174 2.1207
C 3.0674 1.2325 1.1328
H 2.2924 -0.1462 -1.1780
H 3.5762 0.4430 -2.9202
H 4.2585 1.0483 -5.1824
H 3.6407 3.2537 -6.1298
H 2.3505 4.8516 -4.7460
H 1.7198 4.2661 -2.4321
H 4.5009 3.1864 -1.2193
H 6.2341 3.3222 0.5204
H 5.9457 2.1271 2.6708
H 3.8759 0.8035 3.0616
H 2.1777 0.6497 1.3253
N 1.9147 -4.7050 2.0691
C 3.1759 -4.4545 1.5793
C 4.3884 -5.1116 1.7546
C 5.4732 -4.6045 1.0687
C 5.3453 -3.4795 0.2416
C 4.1350 -2.8386 0.0719
C 3.0228 -3.3281 0.7591
N 1.6938 -2.9135 0.7741
C 1.0711 -3.7577 1.5536
C -0.3610 -3.8164 1.8557
C -0.9254 -4.8569 2.5359
S -2.5946 -4.6084 2.7560
C -2.4531 -3.1175 1.9139
N -1.2627 -2.8289 1.4995
H 1.6727 -5.4258 2.7228
H 4.4710 -5.9797 2.3972
H 6.4383 -5.0847 1.1677
H 6.2196 -3.0995 -0.2706
H 4.0768 -1.9643 -0.5627
H -0.4569 -5.7563 2.9049
H -3.3080 -2.4695 1.7804
N -1.8218 0.7452 -1.6155
C -2.2722 -0.0660 -2.6821
C -3.3102 0.2895 -3.5002
C -3.7350 -0.5521 -4.5480
C -3.1136 -1.7433 -4.7821
C -2.0596 -2.1629 -3.9370
C -1.3953 -3.3992 -4.0936
C -0.4321 -3.7677 -3.1998
C -0.1476 -2.9103 -2.1195
N -0.7325 -1.7485 -1.9485
C -1.6564 -1.3388 -2.8608
H -0.9338 1.2114 -1.7930
H -2.4925 1.4474 -1.3099
H -3.8069 1.2400 -3.3423
H -4.5572 -0.2373 -5.1778
H -3.4239 -2.3901 -5.5939
H -1.6656 -4.0403 -4.9250
H 0.0962 -4.7067 -3.2954
H 0.5819 -3.1930 -1.3678
O -0.4330 -0.8717 3.6141
H -0.9820 -1.3441 4.2482
H -1.0466 -0.2311 3.1833
C -4.1949 -0.7221 -0.2581
C -4.7799 0.3511 0.6649
C -5.1160 -0.2340 2.0450
C -3.9136 1.5976 0.8149
C -4.3659 2.7888 0.2510
C -3.7484 3.9981 0.5343
C -2.7680 4.0219 1.5139
C -2.2876 2.8630 2.1119
C -1.3968 3.0068 3.3412
C 0.0648 2.5853 3.1700
C -2.0388 2.2759 4.5294
C -2.7515 1.6141 1.6340
O -2.1497 0.4587 1.9545
H -4.8194 -1.6212 -0.2454
H -3.1843 -0.9854 0.0528
H -4.1471 -0.3678 -1.2893
H -5.7197 0.6789 0.2117
H -4.2001 -0.5497 2.5458
H -5.7936 -1.0896 1.9573
H -5.5947 0.5232 2.6683
H -5.2360 2.7662 -0.3996
H -4.0683 4.9136 0.0517
H -2.3621 4.9748 1.8379
H -1.3866 4.0734 3.5792
H 0.1496 1.5224 2.9418
H 0.6136 2.7765 4.0963
H 0.5338 3.1493 2.3666
H -2.1241 1.2104 4.3179
H -3.0424 2.6615 4.7233
H -1.4359 2.3992 5.4326
*
```

Atomic partial charges in e from the Mulliken method, atoms 1 to 6:
1. Pb 2.62
2. O -0.20
3. C 2.63
4. C -0.58
5. O -0.79
6. O -0.35

=====

# C45H46As2N5O4S2Y

C45H46As2N5O4S2Y as an isolated structure in a non-equilibrium geometry (ωB97M-V/def2-TZVPD, OMol25).

Summary:
Relative energy (zero: lowest compared OMol25 entry of this formula, charge and spin), kcal/mol: 33.6
Gap between HOMO and LUMO, Ha: 0.28242
HOMO energy, hartree: -0.293

Structure (ORCA input):
```
! RIJCOSX wB97M-V def2-TZVPD def2/J DEFGRID3
* xyz 0 1
Y -1.1321 -0.1411 0.8171
C 3.1741 0.8944 5.8265
C 2.8738 1.2993 4.3798
N 2.7059 0.1688 3.5354
C 1.6955 -0.1164 2.6169
S 0.4021 1.0181 2.5107
N 1.9117 -1.2735 1.9806
N 1.0063 -1.5247 0.9517
C 1.1546 -2.5399 0.1807
C 2.2408 -3.5536 0.1800
C -0.0215 -2.7680 -0.7770
C -0.1671 -3.9684 -1.4905
C -1.3157 -4.1928 -2.2466
C -2.3064 -3.2322 -2.2044
C -2.0904 -2.0636 -1.4665
N -1.0147 -1.8728 -0.7743
H 3.6621 1.6795 6.4119
H 3.9624 0.1138 5.8757
H 2.2331 0.5986 6.3234
H 3.6754 1.9597 4.0425
H 1.9110 1.7877 4.3108
H 3.3647 -0.5911 3.5878
H 3.1528 -3.4059 0.7926
H 2.6183 -3.7031 -0.8486
H 1.8831 -4.5545 0.5405
H 0.6741 -4.6631 -1.6004
H -1.4033 -5.1374 -2.8352
H -3.2110 -3.3729 -2.7834
H -2.8792 -1.2641 -1.4916
C 2.0710 0.9522 -3.7674
C 1.2210 2.0867 -3.2154
As -0.2436 1.7545 -1.9645
C -1.7240 1.0658 -3.0481
C -3.0269 1.4366 -2.8041
C -4.0290 0.9001 -3.6315
C -3.7359 -0.0518 -4.6426
C -2.4240 -0.4154 -4.8244
C -1.4288 0.0824 -3.9978
C -0.9725 3.5404 -1.5901
C -0.9067 4.0391 -0.2762
C -1.2454 5.3516 -0.0269
C -1.8194 6.1267 -1.0127
C -1.9716 5.6021 -2.2980
C -1.4988 4.3553 -2.6061
As 2.4441 -0.6952 -2.7265
C 3.5702 -0.1546 -1.2155
C 4.6203 -0.9957 -0.8646
C 5.4696 -0.6308 0.1904
C 5.2053 0.5357 0.9056
C 4.0955 1.2867 0.6279
C 3.2865 0.9890 -0.4804
C 3.9422 -1.1548 -3.9746
C 4.9332 -0.2238 -4.2081
C 5.9734 -0.5335 -5.1416
C 5.9700 -1.7449 -5.7819
C 5.0718 -2.7357 -5.4516
C 4.0292 -2.4216 -4.5667
H 3.1008 1.2631 -3.9443
H 1.5804 0.6669 -4.7382
H 0.8195 2.6954 -4.0760
H 1.8685 2.8381 -2.7414
H -3.4000 2.0696 -2.0701
H -5.0514 1.1050 -3.4642
H -4.5614 -0.2944 -5.3075
H -2.1023 -1.0958 -5.6443
H -0.3483 -0.1454 -4.2174
H -0.4533 3.4222 0.4866
H -1.1404 5.7099 0.9775
H -2.1590 7.1602 -0.8325
H -2.3550 6.2371 -3.1135
H -1.6697 4.0503 -3.6392
H 4.8443 -1.9162 -1.4345
H 6.2921 -1.3314 0.4823
H 5.7685 0.7987 1.7791
H 3.8917 2.1214 1.2437
H 2.3823 1.5345 -0.6051
H 5.0079 0.7169 -3.7178
H 6.7552 0.1903 -5.3428
H 6.7595 -1.9799 -6.4850
H 5.0290 -3.6902 -5.9324
H 3.2992 -3.1716 -4.4127
C -5.2229 -0.5146 8.0811
C -4.6537 -0.8870 6.8029
C -5.4644 -1.5690 5.8547
C -4.9159 -1.8261 4.6184
C -3.6389 -1.3492 4.2769
C -2.8185 -0.8112 5.2379
C -3.3739 -0.5620 6.4828
S -3.1620 -1.6395 2.5849
O -4.0589 -2.6478 2.1007
O -1.7233 -1.8890 2.5517
N -3.2501 -0.3113 1.8010
C -4.3155 0.5184 1.4104
C -3.7643 1.5678 0.4144
O -4.3890 2.5502 0.0687
O -2.5254 1.3005 0.0184
H -5.6973 -1.3705 8.4920
H -5.9950 0.2915 8.0011
H -4.4688 -0.1715 8.7695
H -6.5326 -1.7834 5.9465
H -5.4925 -2.3577 3.8537
H -1.8030 -0.5350 4.9971
H -2.7176 -0.0672 7.2078
H -4.6213 1.1168 2.2513
H -5.1908 0.0646 0.9733
*
```

Atomic partial charges in e from the Mulliken method, atoms 1 to 6:
1. Y -0.04
2. C -1.34
3. C -0.16
4. N 0.14
5. C 0.41
6. S -0.64